Entry 1:
Below is C40H58BN8S2TeY as an isolated structure, with properties calculated with ωB97M-V/def2-TZVPD.

Structure (XYZ):
```
111
C40H58BN8S2TeY | the Open Molecules 2025 dataset | ωB97M-V/def2-TZVPD
Y -0.031 -0.409 -1.980
C 0.600 2.541 -0.617
N 1.506 1.613 -1.323
C 1.866 2.178 -2.644
C 2.661 1.190 -3.474
N 1.836 0.071 -3.950
C 1.134 0.451 -5.194
C 2.616 -1.115 -4.243
C 3.925 -1.013 -4.698
C 4.667 -2.141 -5.024
C 4.077 -3.391 -4.911
C 2.767 -3.498 -4.474
C 2.009 -2.376 -4.128
S 0.361 -2.575 -3.583
C 2.724 1.371 -0.549
C 3.459 2.451 -0.071
C 4.656 2.277 0.605
C 5.137 0.986 0.792
C 4.419 -0.091 0.315
C 3.196 0.062 -0.364
S 2.374 -1.340 -0.981
H 1.075 3.510 -0.423
H 0.294 2.096 0.331
H -0.271 2.694 -1.252
H 2.463 3.091 -2.505
H 0.930 2.441 -3.144
H 3.474 0.785 -2.871
H 3.111 1.732 -4.319
H 0.469 -0.360 -5.486
H 1.869 0.641 -5.992
H 0.513 1.326 -5.018
H 4.384 -0.037 -4.792
H 5.693 -2.038 -5.358
H 4.640 -4.286 -5.154
H 2.304 -4.472 -4.368
H 3.095 3.458 -0.237
H 5.204 3.136 0.974
H 6.072 0.821 1.317
H 4.787 -1.101 0.455
C 2.176 -2.294 2.298
C 1.774 -0.869 2.468
C 2.452 0.158 3.087
C 1.548 1.238 3.073
N 0.417 0.892 2.482
N 0.564 -0.401 2.086
B -0.701 -1.295 1.916
N -1.957 -0.426 2.013
N -2.236 0.555 1.122
C -3.264 1.227 1.613
C -3.662 0.680 2.853
C -2.795 -0.368 3.071
C -2.730 -1.287 4.247
C -3.878 2.403 0.884
C -4.740 3.215 1.854
C -2.777 3.292 0.308
C -4.753 1.902 -0.272
N -0.812 -2.273 0.662
N -1.464 -1.860 -0.484
C -2.226 -2.875 -0.896
C -1.980 -3.999 -0.094
C -1.104 -3.579 0.878
C -0.544 -4.427 1.972
C -3.360 -2.760 -1.905
C -4.220 -1.558 -1.498
C -4.224 -4.025 -1.816
C -2.899 -2.616 -3.356
C 1.669 2.591 3.738
C 3.121 2.860 4.133
C 0.791 2.583 4.999
C 1.179 3.697 2.803
H 3.264 -2.375 2.305
H 1.820 -2.689 1.349
H 1.777 -2.901 3.117
H 3.463 0.128 3.459
H -0.693 -2.038 2.861
H -4.459 0.998 3.506
H -3.537 -1.039 4.938
H -1.780 -1.194 4.776
H -2.840 -2.333 3.951
H -4.149 3.571 2.702
H -5.572 2.621 2.241
H -5.157 4.082 1.336
H -2.086 3.616 1.092
H -3.214 4.174 -0.170
H -2.226 2.739 -0.451
H -5.516 1.207 0.091
H -4.137 1.401 -1.020
H -5.252 2.744 -0.762
H -2.403 -4.985 -0.182
H -0.968 -5.429 1.887
H -0.768 -4.032 2.962
H 0.540 -4.506 1.888
H -4.568 -1.664 -0.466
H -5.086 -1.476 -2.162
H -3.646 -0.636 -1.580
H -4.605 -4.182 -0.804
H -3.669 -4.914 -2.125
H -5.077 -3.912 -2.489
H -2.383 -1.671 -3.530
H -3.777 -2.617 -4.009
H -2.244 -3.439 -3.646
H 3.477 2.114 4.849
H 3.207 3.845 4.600
H 3.770 2.829 3.256
H 1.110 1.792 5.682
H -0.249 2.396 4.725
H 0.856 3.543 5.522
H 1.191 4.664 3.319
H 0.163 3.486 2.469
H 1.819 3.763 1.923
Te -1.827 1.261 -3.307
```

## Properties
Energy relative to the best compared isomer or geometry (same formula, charge and spin)   0.00 kJ/mol
Net charge   -2
HOMO energy   -0.8523 eV

=====

Entry 2:
Below is a 12-piece molecular cluster, C48H81N9O6S3 overall, with properties calculated with ωB97M-V/def2-TZVPD.

Structure (XYZ):
```
147
C48H81N9O6S3 | the Open Molecules 2025 dataset | ωB97M-V/def2-TZVPD
C -5.421 -1.142 2.584
C -5.186 -2.500 3.230
C -3.714 -3.015 3.360
C -2.749 -2.164 2.653
N -1.959 -1.492 2.161
H -4.612 -0.421 2.708
H -6.328 -0.605 2.861
H -5.491 -1.283 1.501
H -5.818 -3.328 2.919
H -5.522 -2.374 4.267
H -3.690 -4.060 3.066
H -3.434 -2.901 4.408
C 0.525 -4.830 -3.802
C -0.299 -5.464 -2.666
C -0.098 -6.967 -2.602
C -1.159 -7.688 -1.861
N -1.944 -8.276 -1.264
H 0.519 -3.748 -3.652
H 0.121 -5.079 -4.779
H 1.590 -5.068 -3.732
H -1.321 -5.242 -2.982
H -0.132 -5.029 -1.683
H 0.848 -7.291 -2.166
H -0.132 -7.413 -3.601
C 5.333 3.225 -0.611
C 4.650 3.363 0.746
C 3.793 2.180 1.229
C 3.201 2.477 2.540
N 2.743 2.717 3.567
H 5.742 4.210 -0.849
H 4.598 3.035 -1.400
H 6.149 2.507 -0.631
H 4.042 4.274 0.742
H 5.437 3.602 1.469
H 4.434 1.306 1.150
H 2.926 2.179 0.565
C 1.964 -2.196 3.391
C 1.796 -1.060 4.416
C 0.898 -1.444 5.611
C 1.278 -2.699 6.220
N 1.597 -3.728 6.610
H 2.986 -2.557 3.271
H 1.792 -1.799 2.387
H 1.250 -3.004 3.542
H 1.564 -0.160 3.847
H 2.760 -0.793 4.861
H -0.150 -1.421 5.296
H 0.889 -0.622 6.333
C 3.101 -0.664 -4.262
C 4.581 -0.571 -4.672
C 5.448 0.169 -3.671
C 5.681 -0.486 -2.359
N 5.873 -1.003 -1.354
H 2.615 0.304 -4.384
H 3.009 -1.201 -3.323
H 2.604 -1.246 -5.046
H 4.637 -0.125 -5.665
H 4.994 -1.578 -4.783
H 4.921 1.095 -3.400
H 6.365 0.579 -4.093
C -0.060 4.290 1.854
C -0.947 5.302 2.602
C -1.198 6.611 1.853
C -1.935 7.597 2.637
N -2.417 8.429 3.258
H 0.277 3.548 2.576
H 0.822 4.817 1.480
H -0.489 3.775 0.990
H -0.364 5.411 3.520
H -1.920 4.975 2.974
H -1.700 6.412 0.902
H -0.217 6.976 1.533
C -1.431 -0.829 -1.546
C -1.549 0.394 -0.654
C -0.234 0.645 0.119
S 1.007 -0.331 -0.749
O 1.238 -1.586 -0.054
O 2.152 0.478 -1.155
C -0.055 -0.634 -2.201
H -2.272 -0.968 -2.223
H -1.449 -1.709 -0.899
H -2.354 0.311 0.081
H -1.795 1.298 -1.215
H -0.159 0.443 1.184
H 0.005 1.690 -0.079
H 0.318 -1.481 -2.773
H -0.043 0.292 -2.775
C 1.939 5.357 -1.924
C 2.537 5.429 -3.352
C 2.044 4.196 -4.099
S 0.323 3.947 -3.525
O 0.043 2.603 -3.092
O -0.514 4.533 -4.547
C 0.454 5.055 -2.092
H 2.200 6.252 -1.363
H 2.476 4.517 -1.474
H 3.616 5.546 -3.265
H 2.159 6.350 -3.802
H 2.531 3.272 -3.767
H 2.099 4.172 -5.183
H 0.061 4.444 -1.276
H -0.240 5.883 -2.215
C -2.107 1.649 3.951
C -3.432 2.399 3.734
C -4.013 2.879 5.072
S -2.613 3.310 6.080
O -2.815 2.773 7.396
O -2.328 4.711 5.834
C -1.379 2.311 5.147
H -1.389 1.697 3.134
H -2.316 0.598 4.148
H -4.159 1.768 3.230
H -3.222 3.274 3.117
H -4.511 2.050 5.580
H -4.778 3.647 5.000
H -0.801 1.672 5.813
H -0.652 3.066 4.842
N 2.899 -3.820 0.560
C 3.973 -3.458 -0.216
C 4.951 -4.425 -0.086
C 4.406 -5.468 0.735
C 3.210 -4.996 1.175
H 2.019 -3.338 0.561
H 4.012 -2.516 -0.731
H 5.892 -4.350 -0.607
H 4.811 -6.449 0.909
H 2.556 -5.537 1.843
N -4.208 -0.321 -6.868
C -3.811 0.998 -6.990
C -2.855 1.272 -6.093
C -2.655 0.095 -5.335
C -3.503 -0.872 -5.792
H -4.822 -0.795 -7.498
H -4.215 1.587 -7.799
H -2.242 2.145 -5.932
H -2.018 -0.088 -4.483
H -3.680 -1.871 -5.435
N -4.501 -5.445 0.283
C -3.134 -5.395 0.223
C -2.815 -4.061 0.031
C -4.016 -3.313 0.020
C -5.047 -4.192 0.172
H -5.117 -6.236 0.334
H -2.527 -6.282 0.230
H -1.856 -3.570 -0.018
H -4.135 -2.245 -0.064
H -6.106 -4.052 0.311
```

## Properties
Energy relative to the best compared isomer or geometry (same formula, charge and spin)   0.00 kJ/mol
HOMO energy   -7.6491 eV

=====

Computed energy (eV) in order:
-85034.316; -109287.056